[1]
{"formula": "C76H79BF11NO6SSi", "method": "ωB97M-V/def2-TZVPD", "total_charge": 0, "spin_multiplicity": 1, "e_tot_ev": -143151.2760, "relative_energy_kj_mol": 190.87, "symbols": ["C", "Si", "C", "C", "C", "O", "S", "O", "O", "O", "C", "C", "C", "C", "C", "C", "N", "B", "O", "O", "H", "H", "H", "H", "H", "H", "H", "H", "H", "H", "H", "H", "H", "H", "H", "H", "H", "H", "H", "H", "H", "H", "H", "H", "F", "C", "C", "C", "C", "C", "C", "H", "H", "H", "H", "H", "F", "C", "C", "C", "C", "C", "C", "H", "H", "H", "H", "H", "F", "C", "C", "C", "C", "C", "C", "H", "H", "H", "H", "H", "F", "C", "C", "C", "C", "C", "C", "H", "H", "H", "H", "H", "F", "C", "C", "C", "C", "C", "C", "H", "H", "H", "H", "H", "F", "C", "C", "C", "C", "C", "C", "H", "H", "H", "H", "H", "F", "C", "C", "C", "C", "C", "C", "H", "H", "H", "H", "H", "F", "C", "C", "C", "C", "C", "C", "H", "H", "H", "H", "H", "F", "C", "C", "C", "C", "C", "C", "H", "H", "H", "H", "H", "F", "C", "C", "C", "C", "C", "C", "H", "H", "H", "H", "H", "F", "C", "C", "C", "C", "C", "C", "H", "H", "H", "H", "H"], "xyz": [[2.822, 0.988, -2.735], [1.487, 1.667, -1.566], [0.190, 2.528, -2.689], [2.194, 3.059, -0.469], [0.521, 0.327, -0.603], [-0.647, 0.937, -0.014], [-1.266, -0.340, 0.880], [-1.910, -1.280, -0.057], [-2.287, 0.035, 1.870], [0.200, -0.795, 1.473], [1.238, -0.637, 0.411], [2.441, -0.127, 1.244], [3.778, -0.761, 0.710], [5.063, 0.012, 1.246], [5.921, 0.536, 0.057], [6.858, -0.533, -0.567], [6.254, -1.288, -1.684], [1.328, -2.170, -0.172], [1.715, -2.405, -1.497], [0.987, -3.199, 0.731], [2.396, 0.263, -3.451], [3.717, 0.570, -2.242], [3.182, 1.858, -3.323], [0.662, 3.334, -3.276], [-0.344, 1.811, -3.335], [-0.533, 3.003, -1.996], [2.509, 3.858, -1.163], [1.398, 3.490, 0.162], [3.099, 2.771, 0.093], [0.156, -0.345, -1.417], [2.348, -0.426, 2.306], [2.570, 0.964, 1.242], [3.895, -1.811, 1.032], [3.771, -0.629, -0.387], [4.667, 0.844, 1.849], [5.625, -0.689, 1.890], [6.558, 1.351, 0.448], [5.215, 0.934, -0.699], [7.187, -1.224, 0.234], [7.777, -0.058, -0.962], [6.542, -2.257, -1.603], [5.243, -1.320, -1.618], [2.479, -1.845, -1.660], [1.671, -3.155, 1.406], [2.689, -4.682, 3.655], [1.663, -4.215, 4.399], [0.453, -3.942, 3.788], [-0.602, -3.464, 4.553], [-0.434, -3.255, 5.917], [0.789, -3.529, 6.518], [1.843, -4.017, 5.757], [0.342, -4.104, 2.725], [-1.555, -3.253, 4.085], [-1.256, -2.878, 6.511], [0.922, -3.362, 7.579], [2.801, -4.244, 6.210], [-0.844, -0.199, -4.813], [-2.153, -0.400, -4.549], [-2.554, -0.610, -3.243], [-3.898, -0.810, -2.968], [-4.825, -0.810, -4.003], [-4.409, -0.603, -5.313], [-3.064, -0.391, -5.590], [-1.820, -0.614, -2.447], [-4.220, -0.967, -1.946], [-5.875, -0.972, -3.787], [-5.130, -0.608, -6.119], [-2.721, -0.220, -6.602], [1.609, -10.983, 6.562], [1.732, -9.924, 5.742], [1.628, -8.647, 6.265], [1.760, -7.554, 5.418], [1.984, -7.751, 4.060], [2.082, -9.040, 3.549], [1.961, -10.135, 4.395], [1.445, -8.516, 7.324], [1.688, -6.552, 5.817], [2.082, -6.901, 3.400], [2.252, -9.193, 2.491], [2.042, -11.146, 4.017], [-7.078, -5.052, -4.751], [-5.749, -5.160, -4.572], [-5.045, -6.114, -5.284], [-3.671, -6.221, -5.104], [-3.022, -5.381, -4.206], [-3.744, -4.430, -3.493], [-5.115, -4.315, -3.681], [-5.570, -6.763, -5.973], [-3.108, -6.959, -5.661], [-1.952, -5.467, -4.062], [-3.239, -3.778, -2.792], [-5.691, -3.574, -3.142], [2.222, 6.030, -1.102], [3.044, 6.958, -0.574], [2.673, 7.613, 0.586], [3.527, 8.566, 1.126], [4.732, 8.857, 0.497], [5.088, 8.191, -0.670], [4.241, 7.231, -1.207], [1.726, 7.379, 1.056], [3.252, 9.082, 2.037], [5.395, 9.602, 0.918], [6.025, 8.419, -1.162], [4.501, 6.697, -2.108], [-5.152, -8.745, -7.569], [-4.648, -9.739, -6.812], [-4.620, -9.594, -5.437], [-4.104, -10.620, -4.657], [-3.614, -11.773, -5.261], [-3.644, -11.901, -6.645], [-4.168, -10.881, -7.427], [-4.999, -8.689, -4.986], [-4.085, -10.522, -3.580], [-3.208, -12.570, -4.652], [-3.258, -12.796, -7.115], [-4.208, -10.966, -8.506], [3.436, 1.931, 3.368], [2.392, 2.414, 4.078], [1.193, 2.661, 3.432], [0.119, 3.152, 4.162], [0.260, 3.401, 5.522], [1.472, 3.153, 6.156], [2.545, 2.651, 5.431], [1.105, 2.468, 2.370], [-0.826, 3.342, 3.670], [-0.577, 3.790, 6.089], [1.581, 3.352, 7.212], [3.495, 2.444, 5.909], [4.900, 4.884, -3.293], [4.573, 5.230, -4.554], [5.471, 5.960, -5.311], [5.133, 6.310, -6.611], [3.900, 5.936, -7.134], [3.007, 5.207, -6.359], [3.345, 4.846, -5.062], [6.423, 6.248, -4.883], [5.830, 6.875, -7.216], [3.637, 6.214, -8.146], [2.045, 4.919, -6.765], [2.665, 4.271, -4.445], [1.990, 5.628, 8.022], [1.518, 6.791, 7.535], [2.237, 7.455, 6.558], [1.746, 8.651, 6.052], [0.551, 9.172, 6.534], [-0.158, 8.495, 7.518], [0.324, 7.293, 8.020], [3.170, 7.037, 6.201], [2.296, 9.177, 5.282], [0.172, 10.107, 6.140], [-1.087, 8.902, 7.896], [-0.218, 6.747, 8.781], [-1.750, 7.370, 0.769], [-2.550, 6.322, 0.497], [-3.919, 6.509, 0.452], [-4.742, 5.427, 0.167], [-4.188, 4.172, -0.059], [-2.810, 3.999, -0.006], [-1.984, 5.081, 0.269], [-4.333, 7.492, 0.639], [-5.815, 5.562, 0.122], [-4.832, 3.328, -0.277], [-2.377, 3.023, -0.179], [-0.907, 4.968, 0.306], [-10.188, -0.815, -0.203], [-8.858, -0.922, -0.033], [-8.159, -1.880, -0.745], [-6.785, -1.984, -0.571], [-6.129, -1.139, 0.317], [-6.846, -0.185, 1.029], [-8.219, -0.070, 0.850], [-8.689, -2.534, -1.427], [-6.225, -2.725, -1.127], [-5.057, -1.225, 0.455], [-6.336, 0.470, 1.724], [-8.793, 0.672, 1.390]], "lowdin_charge": [-0.14, 0.61, -0.14, -0.15, -0.32, -0.22, 0.74, -0.27, -0.26, -0.19, -0.27, -0.10, -0.16, -0.16, -0.19, -0.27, 0.00, -0.52, 0.18, 0.14, 0.05, 0.00, 0.04, 0.03, 0.02, 0.03, 0.02, 0.03, 0.03, 0.11, 0.14, 0.08, 0.12, 0.06, 0.08, 0.11, 0.11, 0.09, 0.11, 0.10, 0.06, 0.03, 0.08, 0.09, 0.04, -0.30, -0.01, -0.06, -0.08, -0.08, -0.04, 0.10, 0.11, 0.10, 0.11, 0.12, 0.05, -0.28, -0.01, -0.08, -0.10, -0.07, -0.01, 0.09, 0.09, 0.10, 0.11, 0.12, 0.06, -0.29, -0.01, -0.07, -0.09, -0.08, -0.02, 0.12, 0.08, 0.09, 0.10, 0.12, 0.06, -0.28, -0.03, -0.08, -0.08, -0.07, -0.02, 0.10, 0.11, 0.10, 0.10, 0.09, 0.04, -0.27, -0.01, -0.08, -0.10, -0.08, -0.01, 0.12, 0.10, 0.10, 0.10, 0.09, 0.06, -0.28, -0.02, -0.07, -0.10, -0.08, -0.02, 0.09, 0.11, 0.10, 0.10, 0.12, 0.04, -0.27, -0.01, -0.07, -0.09, -0.08, -0.01, 0.09, 0.11, 0.10, 0.10, 0.12, 0.04, -0.29, -0.02, -0.08, -0.09, -0.08, -0.01, 0.12, 0.11, 0.10, 0.11, 0.10, 0.05, -0.29, -0.02, -0.08, -0.10, -0.08, -0.02, 0.12, 0.10, 0.10, 0.10, 0.12, 0.05, -0.29, -0.02, -0.08, -0.09, -0.07, -0.01, 0.12, 0.10, 0.10, 0.09, 0.11, 0.06, -0.29, -0.01, -0.08, -0.09, -0.08, -0.02, 0.12, 0.09, 0.10, 0.11, 0.12]}

---

[2]
{"formula": "C2HClF3O2S", "method": "ωB97M-V/def2-TZVPD", "total_charge": -1, "spin_multiplicity": 1, "e_tot_ev": -37695.2148, "relative_energy_kj_mol": 136.06, "symbols": ["C", "C", "O", "O", "F", "F", "F", "S", "Cl", "H"], "xyz": [[0.341, 1.247, 0.238], [-0.611, 0.138, 0.320], [-0.791, -0.520, -0.971], [1.459, -1.357, -0.247], [-0.224, 2.352, -0.356], [0.731, 1.623, 1.486], [0.183, -3.348, -1.014], [0.030, -1.689, -0.120], [-2.226, 0.552, 1.142], [1.109, 1.002, -0.477]], "nbo_charge": [0.48, -0.12, -0.68, -0.97, -0.37, -0.34, -0.69, 1.66, -0.14, 0.17]}

---

[3]
{"formula": "CH7NO", "method": "ωB97M-V/def2-TZVPD", "total_charge": 0, "spin_multiplicity": 1, "e_tot_ev": -4687.5420, "relative_energy_kj_mol": 37.19, "symbols": ["C", "N", "H", "H", "H", "H", "H", "O", "H", "H"], "xyz": [[-1.061, -0.695, -0.063], [-0.761, 0.769, -0.102], [-0.633, -1.043, 0.869], [-2.141, -0.919, 0.088], [-0.691, -1.260, -0.870], [-1.436, 1.319, -0.767], [-1.079, 1.166, 0.864], [2.700, -0.130, -0.089], [1.817, 0.272, -0.143], [3.285, 0.521, 0.213]], "nbo_charge": [-0.42, -0.85, 0.20, 0.17, 0.20, 0.36, 0.35, -0.95, 0.49, 0.46]}

---

no.,highest occupied orbital energy (eV)
1,-9.08
2,-4.63
3,-9.87